[1]
Formula: C28H53N3O27
Source: OMol25
Level of theory: ωB97M-V with the def2-TZVPD basis set

Geometry as ORCA input:
```
! RIJCOSX wB97M-V def2-TZVPD def2/J DEFGRID3
* xyz 0 1
C 2.801 -0.237 -4.504
N 3.164 0.725 -3.449
O 2.831 1.906 -3.622
O 3.757 0.275 -2.536
H 3.597 -0.886 -4.810
H 2.344 0.377 -5.253
H 2.038 -0.881 -4.074
C 4.164 2.105 0.242
N 5.306 3.041 0.740
O 6.320 2.967 0.091
O 5.100 3.686 1.713
H 4.163 2.213 -0.831
H 3.298 2.382 0.765
H 4.340 1.116 0.610
C 1.489 4.078 -1.158
N 0.100 4.024 -0.829
O -0.694 3.482 -1.566
O -0.181 4.534 0.240
H 2.049 3.917 -0.250
H 1.712 5.136 -1.493
H 1.683 3.334 -1.890
C -4.076 3.010 6.854
C -3.296 1.881 6.151
O -2.171 2.441 5.423
C -1.746 1.613 4.422
O -2.014 0.490 4.332
O -0.824 2.307 3.758
C -0.225 1.675 2.616
H -4.399 3.756 6.132
H -3.485 3.470 7.691
H -4.990 2.545 7.251
H -3.992 1.267 5.569
H -2.824 1.250 6.926
H 0.602 2.308 2.324
H -0.954 1.598 1.807
H 0.060 0.629 2.797
C -3.511 4.249 0.043
C -2.945 3.849 1.379
O -3.277 2.483 1.708
C -4.379 2.196 2.424
O -4.972 3.033 3.080
O -4.704 0.874 2.288
C -3.759 -0.029 1.716
H -3.063 3.718 -0.799
H -3.338 5.366 -0.137
H -4.568 4.126 -0.022
H -3.328 4.427 2.197
H -1.830 3.879 1.408
H -2.904 -0.119 2.425
H -3.437 0.231 0.686
H -4.260 -1.023 1.731
C -3.565 -2.126 -5.542
C -4.027 -3.022 -4.381
O -5.248 -2.410 -3.844
C -5.015 -1.678 -2.726
O -3.936 -1.582 -2.245
O -6.113 -1.151 -2.252
C -7.420 -1.489 -2.717
H -3.978 -2.460 -6.482
H -2.481 -2.168 -5.642
H -3.865 -1.106 -5.411
H -3.216 -2.969 -3.601
H -4.313 -3.996 -4.706
H -7.602 -2.552 -2.554
H -7.553 -1.377 -3.791
H -8.159 -0.893 -2.158
C 8.939 1.789 2.656
C 8.348 0.676 1.778
O 6.932 0.384 2.189
C 6.360 -0.670 1.612
O 6.924 -1.564 1.040
O 5.054 -0.708 1.924
C 4.356 -1.870 1.463
H 8.236 2.593 2.888
H 9.714 2.254 2.079
H 9.429 1.381 3.522
H 8.928 -0.226 1.914
H 8.328 0.989 0.754
H 4.187 -1.969 0.381
H 3.359 -1.835 1.992
H 4.919 -2.722 1.794
O 1.006 -4.064 1.025
C -0.134 -4.007 0.640
O -1.128 -3.494 1.412
C -2.392 -3.750 0.803
C -2.032 -4.373 -0.608
O -0.559 -4.392 -0.607
H -2.987 -4.403 1.468
H -2.927 -2.807 0.608
H -2.350 -3.745 -1.481
H -2.429 -5.347 -0.781
O 0.029 -3.606 -3.760
C 0.972 -3.862 -3.070
O 1.347 -5.140 -2.760
C 2.641 -5.019 -2.047
C 2.770 -3.544 -1.729
O 1.814 -2.964 -2.549
H 2.627 -5.688 -1.226
H 3.370 -5.362 -2.809
H 3.789 -3.178 -1.880
H 2.542 -3.385 -0.671
O 1.692 -0.645 0.267
C 0.735 -0.436 -0.434
O -0.497 -0.745 -0.098
C -1.409 0.043 -1.002
C -0.500 0.207 -2.224
O 0.792 0.299 -1.561
H -2.349 -0.519 -1.138
H -1.546 0.987 -0.467
H -0.692 1.224 -2.590
H -0.490 -0.604 -2.981
*
```

* SMILES: C[N+](=O)[O-].C[N+](=O)[O-].C[N+](=O)[O-].CCOC(=O)OC.CCOC(=O)OC.CCOC(=O)OC.CCOC(=O)OC.O=C1OCCO1.O=C1OCCO1.O=C1OCCO1
* LUMO energy: -0.211 eV
* gap between HOMO and LUMO: 10.261 eV
* total energy: -3294.19726 Eh
* HOMO energy: -10.47 eV

Atomic partial charges in e from the Mulliken method, atoms 1 to 2:
1. C -0.7398
2. N 1.1794

[2]
Formula: C28H53NO11
Source: OMol25
Level of theory: ωB97M-V with the def2-TZVPD basis set

Geometry as ORCA input:
```
! RIJCOSX wB97M-V def2-TZVPD def2/J DEFGRID3
* xyz 0 1
C 6.930 -4.881 -2.771
C 6.239 -4.235 -4.110
C 4.629 -4.677 -4.114
O 4.456 -6.058 -4.593
C 3.092 -6.305 -5.096
C 1.955 -5.545 -4.174
C 1.632 -6.153 -2.678
C 0.496 -5.386 -1.751
C -0.198 -4.047 -2.393
C 0.146 -3.422 -3.868
C 1.241 -4.186 -4.817
C -0.747 -2.062 -4.067
O -1.134 -1.379 -5.147
N -1.023 -1.696 -2.594
C -1.336 -3.006 -1.840
O -2.351 -3.166 -0.987
H 7.446 -5.919 -2.939
H 7.749 -4.124 -2.381
H 6.115 -4.937 -1.902
H 6.275 -3.052 -3.964
H 6.781 -4.481 -5.119
H 4.267 -4.527 -2.988
H 4.096 -3.875 -4.819
H 2.837 -7.468 -5.025
H 2.979 -6.046 -6.255
H 2.229 -7.115 -2.313
H 0.177 -5.754 -0.687
H 1.485 -3.760 -5.880
H -0.078 -1.476 -2.163
C -5.234 3.656 -1.351
O -5.233 2.400 -2.022
C -3.963 2.103 -2.611
C -3.179 1.098 -1.763
O -2.789 1.670 -0.510
C -3.624 1.241 0.560
H -6.141 3.720 -0.744
H -4.367 3.767 -0.693
H -5.245 4.467 -2.086
H -3.383 3.018 -2.774
H -4.164 1.654 -3.590
H -2.257 0.834 -2.293
H -3.754 0.176 -1.610
H -3.386 0.205 0.821
H -4.684 1.324 0.310
H -3.421 1.875 1.427
C 6.360 0.497 -1.980
O 5.170 1.275 -1.921
C 4.196 0.848 -2.879
C 3.098 0.009 -2.219
O 3.612 -1.242 -1.752
C 3.833 -1.241 -0.346
H 6.960 0.719 -1.094
H 6.145 -0.576 -1.994
H 6.935 0.768 -2.871
H 4.670 0.299 -3.702
H 3.742 1.753 -3.297
H 2.333 -0.221 -2.968
H 2.615 0.562 -1.405
H 2.874 -1.302 0.179
H 4.378 -0.353 -0.019
H 4.425 -2.125 -0.092
C 1.734 4.497 3.434
O 1.053 4.770 2.214
C 0.632 3.575 1.549
C -0.864 3.320 1.759
O -1.149 3.006 3.126
C -1.698 4.117 3.828
H 1.827 5.432 3.992
H 1.190 3.777 4.051
H 2.737 4.115 3.219
H 1.228 2.714 1.877
H 0.816 3.723 0.480
H -1.158 2.448 1.165
H -1.460 4.175 1.420
H -2.737 4.271 3.520
H -1.123 5.030 3.661
H -1.682 3.887 4.897
C -3.366 2.631 7.205
O -4.047 2.904 5.985
C -4.468 1.709 5.321
C -5.964 1.453 5.530
O -6.249 1.140 6.897
C -6.798 2.250 7.599
H -3.273 3.566 7.764
H -3.910 1.911 7.823
H -2.363 2.249 6.991
H -3.872 0.848 5.648
H -4.284 1.857 4.252
H -6.258 0.582 4.936
H -6.560 2.308 5.191
H -7.837 2.405 7.291
H -6.223 3.164 7.432
H -6.782 2.021 8.668
*
```

* SMILES: CCCOCc1ccc2c(c1)C(=O)NC2=O.COCCOC.COCCOC.COCCOC.COCCOC
* LUMO energy: -1.601 eV
* gap between HOMO and LUMO: 7.359 eV
* total energy: -1980.43461 Eh
* HOMO energy: -8.96 eV

Atomic partial charges in e from the Mulliken method, atoms 1 to 2:
1. C -0.8833
2. C -0.3252

Look up the gap between HOMO and LUMO of the first one.
10.261 eV